Entry 1:
ORCA calculation (wB97M-V/def2-TZVPD) on a cluster of 14 separate species, C76H72N12O26 in total in a non-equilibrium geometry.

Computed properties:
Kohn-Sham gap, eV: 8.3
LUMO, eV: -1.179
E_tot, Ha: -5551.4112

Each line ends with the Mulliken charge.
CARTESIAN COORDINATES (ANGSTROEM)
C  0.900  -1.355  -0.204  0.271
C  -0.150  -0.497  -0.443  0.650
C  0.032  0.885  -0.581  -0.512
C  1.289  1.373  -0.357  -0.520
C  2.388  0.530  -0.104  0.210
C  2.147  -0.818  -0.057  -0.751
N  1.441  2.783  -0.451  1.151
O  0.454  3.430  -0.743  -0.025
O  2.569  3.305  -0.255  -0.533
H  0.754  -2.434  -0.135  0.050
H  -1.114  -0.968  -0.602  -1.047
H  -0.768  1.499  -0.931  0.751
H  3.333  1.022  0.128  0.223
H  3.026  -1.471  0.128  0.199
C  3.163  -2.745  -2.587  -0.670
C  2.418  -3.830  -2.097  -0.468
C  1.063  -3.856  -2.356  -0.543
C  0.468  -2.813  -3.029  0.139
C  1.210  -1.767  -3.576  0.087
C  2.587  -1.746  -3.314  -0.485
N  -0.994  -2.800  -3.182  1.079
O  -1.583  -3.537  -2.446  -0.562
O  -1.523  -2.106  -4.058  -0.668
H  4.211  -2.766  -2.466  0.643
H  2.882  -4.644  -1.516  0.431
H  0.471  -4.706  -2.008  0.392
H  0.765  -0.922  -4.131  0.232
H  3.201  -0.981  -3.826  0.354
C  1.113  9.076  -1.654  -0.426
C  1.060  7.736  -1.992  -0.906
C  0.280  6.846  -1.254  0.036
C  -0.536  7.316  -0.232  0.071
C  -0.461  8.640  0.159  -0.528
C  0.298  9.517  -0.617  -0.423
N  -1.467  6.398  0.524  0.784
O  -2.090  6.716  1.508  -0.646
O  -1.586  5.311  0.018  -0.179
H  1.758  9.794  -2.134  0.419
H  1.706  7.445  -2.789  0.456
H  0.202  5.888  -1.649  0.611
H  -1.128  9.019  0.967  0.393
H  0.316  10.601  -0.375  0.313
C  -2.938  -6.975  0.282  -0.756
C  -3.333  -5.655  0.430  -0.122
C  -3.654  -5.145  1.665  0.329
C  -3.803  -6.012  2.740  -0.209
C  -3.409  -7.353  2.634  -0.287
C  -2.981  -7.817  1.391  -0.401
N  -4.289  -5.573  4.055  1.096
O  -4.876  -4.515  4.122  -0.571
O  -3.977  -6.264  5.025  -0.621
H  -2.700  -7.389  -0.714  0.425
H  -3.205  -5.009  -0.383  0.314
H  -3.798  -4.115  1.870  0.091
H  -3.399  -8.070  3.474  0.387
H  -2.636  -8.873  1.389  0.329
C  -2.591  4.520  -3.000  -0.489
C  -1.514  4.416  -3.894  -0.076
C  -1.706  4.674  -5.226  -0.458
C  -2.989  4.842  -5.693  0.485
C  -4.088  4.990  -4.854  -0.806
C  -3.819  4.850  -3.488  -0.738
N  -3.215  4.903  -7.183  1.145
O  -4.397  4.845  -7.560  -0.603
O  -2.279  5.025  -7.997  -0.627
H  -2.548  4.173  -1.957  0.215
H  -0.540  4.161  -3.530  0.444
H  -0.822  4.535  -5.833  0.503
H  -5.096  4.960  -5.177  0.487
H  -4.636  4.822  -2.782  0.456
C  0.528  -6.665  5.070  -1.413
C  -0.350  -6.300  4.052  0.228
C  0.064  -5.793  2.833  0.288
C  1.416  -5.514  2.656  0.022
C  2.325  -5.816  3.613  -0.767
C  1.883  -6.407  4.810  -0.260
N  1.842  -4.802  1.449  0.999
O  2.997  -4.443  1.389  -0.513
O  1.040  -4.713  0.546  -0.503
H  0.234  -7.050  5.995  0.567
H  -1.418  -6.440  4.218  0.219
H  -0.640  -5.378  2.172  0.419
H  3.413  -5.693  3.549  0.447
H  2.716  -6.626  5.585  0.259
C  -1.081  3.397  3.221  -0.703
C  -0.044  4.287  3.651  -0.619
C  1.283  3.902  3.697  -0.717
C  1.568  2.594  3.391  -0.337
C  0.600  1.740  3.014  0.308
C  -0.706  2.128  2.889  0.085
N  2.923  2.079  3.589  0.886
O  3.796  2.842  3.844  -0.646
O  3.147  0.892  3.337  -0.266
H  -2.144  3.649  3.181  0.436
H  -0.355  5.301  3.980  0.404
H  2.159  4.494  3.946  0.556
H  0.867  0.642  2.857  0.116
H  -1.426  1.362  2.610  0.522
C  -3.621  1.596  -7.455  -0.501
C  -4.645  1.671  -6.515  -0.667
C  -4.277  1.440  -5.132  -0.083
C  -3.008  1.032  -4.822  -0.364
C  -1.991  0.969  -5.784  0.151
C  -2.275  1.239  -7.089  -0.759
N  -2.662  0.755  -3.376  1.291
O  -3.551  0.869  -2.571  -0.627
O  -1.505  0.627  -3.080  -0.294
H  -3.886  1.940  -8.432  0.426
H  -5.652  1.841  -6.853  0.466
H  -5.046  1.533  -4.295  0.336
H  -1.005  0.674  -5.446  0.238
H  -1.500  1.211  -7.878  0.355
C  5.099  -1.436  4.118  -0.532
C  6.433  -1.018  4.316  -0.684
C  7.471  -1.557  3.595  -0.564
C  7.175  -2.509  2.649  -0.317
C  5.868  -2.878  2.354  -0.128
C  4.817  -2.354  3.101  0.058
N  8.296  -3.257  1.935  1.018
O  9.425  -2.874  2.136  -0.619
O  8.021  -4.080  1.088  -0.595
H  4.268  -1.119  4.747  0.355
H  6.610  -0.210  4.941  0.455
H  8.467  -1.292  3.862  0.530
H  5.662  -3.650  1.606  0.616
H  3.784  -2.670  3.018  0.382
C  6.017  3.171  0.855  -0.495
C  6.216  1.958  1.531  -0.578
C  6.200  0.745  0.818  0.713
C  6.171  0.765  -0.540  0.097
C  6.031  1.927  -1.242  -0.384
C  5.904  3.158  -0.543  -0.711
N  6.122  -0.515  -1.324  1.023
O  6.310  -0.450  -2.510  -0.646
O  5.683  -1.463  -0.707  -0.431
H  5.941  4.147  1.313  0.407
H  6.181  1.878  2.605  0.426
H  6.253  -0.163  1.473  -0.352
H  5.766  1.879  -2.311  0.458
H  5.681  4.099  -0.984  0.428
C  -4.837  -2.846  -1.219  0.153
C  -3.734  -2.304  -0.650  -0.561
C  -3.824  -1.607  0.585  1.412
C  -5.012  -1.597  1.241  -0.284
C  -6.178  -2.072  0.634  -0.667
C  -6.081  -2.726  -0.579  -1.091
N  -5.118  -0.747  2.441  1.073
O  -4.247  0.053  2.637  -0.542
O  -5.994  -0.922  3.233  -0.662
H  -4.715  -3.381  -2.160  0.462
H  -2.777  -2.263  -1.158  -0.726
H  -3.035  -1.158  1.079  0.466
H  -7.134  -1.882  1.087  0.620
H  -6.960  -3.057  -1.124  0.453
C  -1.208  -3.388  6.977  -0.851
C  0.119  -3.103  6.567  -0.615
C  0.388  -2.840  5.219  -0.618
C  -0.662  -2.702  4.344  -0.217
C  -1.966  -2.994  4.697  -0.254
C  -2.212  -3.378  6.006  -0.543
N  -0.403  -2.408  2.970  0.561
O  -1.308  -2.522  2.169  0.010
O  0.716  -1.914  2.691  -0.056
H  -1.439  -3.544  8.021  0.440
H  0.971  -3.105  7.263  0.423
H  1.375  -2.691  4.862  0.813
H  -2.780  -2.980  3.980  0.302
H  -3.214  -3.645  6.188  0.624
C  -3.655  2.443  0.603  0.023
C  -4.825  2.881  -0.241  -0.219
O  -5.927  1.970  -0.238  -0.710
H  -3.956  2.248  1.635  0.419
H  -2.833  3.167  0.672  -0.069
H  -3.339  1.423  0.370  -0.134
H  -4.558  3.057  -1.290  -0.274
H  -5.264  3.777  0.125  0.542
H  -5.635  1.058  0.061  0.343
C  2.163  2.769  -3.803  0.199
C  2.236  2.658  -5.297  -0.456
O  1.087  3.308  -5.866  -0.318
H  2.163  3.798  -3.448  0.284
H  3.000  2.216  -3.257  -0.009
H  1.271  2.306  -3.426  -0.494
H  2.299  1.594  -5.514  0.322
H  3.183  3.201  -5.689  0.285
H  1.104  3.232  -6.799  0.235

---

Entry 2:
ORCA calculation (wB97M-V/def2-TZVPD) on a structure of composition C64H61IIrN4OP2S2Si in a non-equilibrium geometry.

Computed properties:
Kohn-Sham gap (spin up / spin down), eV: 5.5 / 4.3
Energy above the lowest of the compared OMol25 structures with the same formula, charge and spin, kJ/mol: 0.00
Net charge: +2
LUMO (spin up / spin down), eV: -6.118 / -7.355
Multiplicity: 2
E_tot, Ha: -4939.8773

Each line ends with the Mulliken spin population.
CARTESIAN COORDINATES (ANGSTROEM)
Ir  0.376  0.266  0.338  0.700
N  -1.451  2.815  -1.304  0.008
P  -0.367  2.490  -0.055  0.009
C  0.995  3.611  -0.503  -0.021
C  2.221  3.521  0.151  0.015
C  3.216  4.460  -0.073  -0.001
C  3.000  5.495  -0.969  -0.001
C  1.790  5.580  -1.645  0.000
C  0.789  4.650  -1.411  -0.001
C  -1.128  3.415  1.314  -0.009
C  -2.517  3.416  1.448  0.002
C  -3.126  4.142  2.459  0.001
C  -2.349  4.855  3.362  0.000
C  -0.965  4.822  3.260  0.000
C  -0.356  4.112  2.235  0.000
P  -2.499  1.874  -2.359  0.003
C  -3.681  3.176  -2.822  0.000
C  -3.778  3.668  -4.124  0.000
C  -4.771  4.582  -4.453  0.000
C  -5.684  4.999  -3.497  0.000
C  -5.608  4.500  -2.203  0.000
C  -4.621  3.586  -1.872  0.000
C  -1.481  1.680  -3.859  0.000
C  -1.621  0.490  -4.570  0.000
C  -0.837  0.245  -5.693  0.001
C  0.093  1.188  -6.104  0.000
C  0.229  2.383  -5.408  0.000
C  -0.551  2.628  -4.287  -0.001
H  -1.874  3.720  -1.116  0.000
H  2.398  2.709  0.832  -0.010
H  4.157  4.382  0.458  0.000
H  3.775  6.228  -1.149  0.000
H  1.619  6.386  -2.347  0.000
H  -0.146  4.740  -1.945  0.000
H  -3.129  2.851  0.755  -0.001
H  -4.205  4.165  2.536  0.000
H  -2.821  5.438  4.141  0.000
H  -0.357  5.368  3.970  0.000
H  0.720  4.116  2.139  0.001
H  -3.078  3.343  -4.882  0.000
H  -4.832  4.963  -5.464  0.000
H  -6.460  5.705  -3.761  0.000
H  -6.330  4.808  -1.457  0.000
H  -4.591  3.178  -0.869  -0.001
H  -2.345  -0.248  -4.240  0.000
H  -0.948  -0.684  -6.237  0.000
H  0.718  0.991  -6.965  0.000
H  0.947  3.124  -5.736  0.000
H  -0.431  3.553  -3.739  0.000
S  -6.459  -0.192  -1.309  0.000
C  -7.401  0.853  -0.343  -0.001
C  -6.678  1.397  0.673  0.000
C  -5.328  0.958  0.661  0.000
C  -5.059  0.085  -0.356  0.001
C  -3.801  -0.611  -0.633  -0.004
C  -2.604  -0.096  -0.088  0.001
N  -1.425  -0.651  -0.255  0.022
C  -1.338  -1.794  -0.999  0.000
C  -2.457  -2.376  -1.581  0.002
C  -2.317  -3.622  -2.287  0.002
C  -1.115  -4.236  -2.372  -0.002
C  0.050  -3.643  -1.773  -0.001
C  1.317  -4.251  -1.798  -0.001
C  2.377  -3.672  -1.137  -0.001
C  2.144  -2.420  -0.520  0.002
N  0.977  -1.813  -0.530  0.013
C  -0.073  -2.424  -1.113  0.017
C  3.694  -4.313  -1.057  0.001
C  4.027  -5.584  -1.427  0.000
C  5.400  -5.884  -1.216  0.000
C  6.082  -4.832  -0.689  0.001
S  5.070  -3.480  -0.443  0.000
C  -3.707  -1.739  -1.402  0.005
H  -8.443  1.002  -0.579  0.000
H  -7.094  2.072  1.407  0.000
H  -4.601  1.253  1.409  -0.001
H  -2.644  0.755  0.582  0.007
H  -3.207  -4.069  -2.712  0.000
H  -1.012  -5.194  -2.865  0.000
H  1.440  -5.184  -2.334  0.000
H  2.952  -1.916  -0.006  -0.012
H  3.323  -6.300  -1.829  0.000
H  5.855  -6.834  -1.454  0.000
H  7.130  -4.773  -0.439  0.000
H  -4.588  -2.178  -1.856  -0.001
I  2.673  1.251  -2.424  0.022
C  0.823  0.593  -1.682  0.030
H  0.600  -0.340  -2.179  0.022
H  0.133  1.348  -2.028  0.002
C  2.863  -7.590  1.667  0.000
C  2.089  -6.305  1.736  0.001
C  0.720  -6.274  1.487  0.000
C  -0.012  -5.103  1.580  0.001
C  -1.497  -5.173  1.295  0.000
C  0.654  -3.901  1.930  -0.003
C  -0.164  -2.702  1.958  0.007
O  0.211  -1.531  2.028  0.014
C  2.050  -3.920  2.189  0.001
C  2.853  -2.727  2.652  0.000
C  2.729  -5.120  2.079  -0.001
H  2.250  -8.406  1.288  0.000
H  3.214  -7.863  2.663  0.000
H  3.742  -7.477  1.031  0.000
H  0.214  -7.195  1.221  0.000
H  -1.763  -6.177  0.969  0.000
H  -1.803  -4.478  0.510  0.000
H  -2.084  -4.953  2.189  0.000
H  -1.245  -2.882  1.867  0.004
H  3.827  -2.722  2.159  0.000
H  2.353  -1.784  2.478  0.008
H  3.042  -2.822  3.723  0.000
H  3.795  -5.134  2.285  0.000
C  -1.040  0.991  3.333  0.027
Si  0.809  1.051  3.591  0.002
C  1.361  -0.382  4.626  -0.002
C  1.263  2.604  4.521  -0.001
N  1.618  0.887  1.939  0.087
C  2.987  0.859  1.850  -0.091
C  3.829  1.341  2.892  0.000
C  5.201  1.283  2.777  0.004
C  5.802  0.734  1.647  -0.003
C  5.004  0.258  0.614  0.007
C  3.631  0.344  0.710  0.098
H  -1.493  1.977  3.434  0.000
H  -1.482  0.346  4.099  0.002
H  -1.327  0.583  2.363  0.005
H  1.031  -0.226  5.657  0.000
H  0.933  -1.317  4.269  0.000
H  2.448  -0.480  4.630  0.000
H  0.422  2.864  5.170  0.000
H  1.472  3.462  3.886  0.000
H  2.130  2.444  5.164  0.000
H  3.388  1.786  3.768  0.000
H  5.819  1.674  3.575  0.000
H  6.880  0.693  1.568  0.000
H  5.457  -0.173  -0.271  0.001
H  2.997  0.009  -0.092  0.008